One molecule with the formula CHCl2O2P at a distorted geometry. Source: the OMol25 dataset; level of theory: ωB97M-V with the def2-TZVPD basis set.

For the HOMO-LUMO gap, the calculation gives 9.0706 eV. The value obtained for the energy relative to the best compared isomer or geometry (same formula, charge and spin) is 389.1 kJ/mol. The HOMO energy is -9.5 eV. For the strongest force on any atom, the calculation gives 5.40 eV Å⁻¹. Its SMILES is ClC(Cl)p1oo1.

Positions of all 7 atoms, in Å:
Cl: -1.1839 -2.0720 -0.2962
C: -0.2358 -0.6542 -0.5741
Cl: 1.3619 -0.9584 -1.2999
P: 0.5609 0.3232 1.1529
O: -0.4594 1.4644 1.3412
O: 0.8253 1.8066 0.6173
H: -0.8691 0.0903 -0.9413


An isolated ion of composition C10H20O3P and charge +1 at a distorted geometry. Source: the OMol25 dataset; level of theory: ωB97M-V with the def2-TZVPD basis set.

As for the total charge: +1. For the HOMO-LUMO gap, the calculation gives 11.2468 eV. The value obtained for the energy relative to the best compared isomer or geometry (same formula, charge and spin) is 30.2 kJ/mol. The HOMO energy is -13.8 eV. For the strongest force on any atom, the calculation gives 5.49 eV Å⁻¹.

Positions of all 34 atoms, in Å:
C: -2.1196 -1.2973 0.4442
C: -3.1048 1.0458 -0.2242
C: -0.7336 1.9306 1.9199
C: 2.2760 1.4665 -1.3257
C: 2.4160 -1.9595 1.1380
C: -1.3343 -1.3038 -1.9632
C: 0.3288 0.8162 1.7310
C: 0.8262 1.1037 -1.2626
C: 1.5078 -1.5058 -0.0608
C: -1.3192 -0.5305 -0.5820
O: -1.4693 -1.5996 1.4285
O: -3.4531 0.3154 0.6538
O: -2.0806 0.7542 -0.9809
P: 0.3563 -0.0555 0.0825
H: -2.9931 -1.8595 0.2062
H: -3.6849 1.9027 -0.4756
H: -0.1982 2.7111 2.6528
H: -0.8685 2.3864 0.9850
H: -1.6933 1.6629 2.2250
H: 2.9357 0.8596 -0.7996
H: 2.7920 1.2168 -2.4549
H: 2.4487 2.4751 -1.1108
H: 3.3084 -1.3138 1.2064
H: 1.7838 -1.9092 1.9416
H: 2.7964 -2.9648 1.0803
H: -1.4541 -0.6188 -2.7855
H: -2.0877 -2.0504 -1.8902
H: -0.3842 -1.8171 -1.9778
H: 0.2238 0.0639 2.4386
H: 1.2759 1.2308 1.8956
H: 0.3610 0.5026 -2.1909
H: 0.3589 2.0845 -1.0305
H: 0.7083 -2.2672 -0.0489
H: 2.2745 -1.4761 -0.8655


C6H7N as an isolated structure at a distorted geometry. Source: the OMol25 dataset; level of theory: ωB97M-V with the def2-TZVPD basis set.

For the HOMO-LUMO gap (alpha / beta), the calculation gives 7.4013 / 7.4029 eV. The value obtained for the energy relative to the best compared isomer or geometry (same formula, charge and spin) is 499.0 kJ/mol. The HOMO energy (alpha / beta) is -7.9 / -7.9 eV. For the strongest force on any atom, the calculation gives 3.19 eV Å⁻¹.

Positions of all 14 atoms, in Å:
C: 2.0486 0.0447 -0.2870
C: 0.6239 -0.2093 0.0358
C: -0.4506 -0.4030 -0.9639
C: -1.7648 0.2994 0.5862
C: -1.6213 -0.7704 -0.3832
N: 0.3480 -0.4629 1.2848
C: -0.6873 0.4717 1.3658
H: 2.1761 0.5758 -1.2304
H: 2.4888 -0.9453 -0.3338
H: 2.5470 0.6047 0.5165
H: -0.3807 -0.2131 -2.0231
H: -2.5322 1.0181 0.3154
H: -2.4291 -1.3590 -0.8013
H: -0.3663 1.3487 1.9183


One molecule with the formula C5H8BF3N2O2 at a distorted geometry. Source: the OMol25 dataset; level of theory: ωB97M-V with the def2-TZVPD basis set.

For the HOMO-LUMO gap, the calculation gives 9.4901 eV. The value obtained for the energy relative to the best compared isomer or geometry (same formula, charge and spin) is 0.0 kJ/mol. The HOMO energy is -9.3 eV. For the strongest force on any atom, the calculation gives 4.95 eV Å⁻¹.

Positions of all 21 atoms, in Å:
B: -0.9430 -0.6860 -1.4553
C: -0.7309 1.5392 0.4177
C: 0.3084 1.9029 1.2238
C: -0.3765 0.4086 -0.3161
C: 2.4263 0.7279 1.7842
C: -1.9748 -1.5211 -0.5003
N: 0.9242 0.1914 0.0503
N: 1.2995 1.0246 1.0904
O: -1.5308 -0.1505 -2.6739
O: 0.2163 -1.6262 -1.6971
F: -3.0249 -0.8842 0.0601
F: -2.4207 -2.6264 -1.0903
F: -1.2206 -1.9570 0.6224
H: -1.6290 2.1902 0.4804
H: 0.4139 2.7157 1.7737
H: 3.2599 0.5694 1.2181
H: 2.5818 1.4228 2.5682
H: 2.2376 -0.2954 2.2960
H: 1.3254 -0.6646 -0.0744
H: -1.7894 -0.8113 -3.2704
H: 0.6473 -1.4701 -2.5074


A 2-piece molecular cluster, CH7N4O overall at a distorted geometry. Source: the OMol25 dataset; level of theory: ωB97M-V with the def2-TZVPD basis set.

As for the total charge: +1. For the HOMO-LUMO gap, the calculation gives 9.7421 eV. The value obtained for the energy relative to the best compared isomer or geometry (same formula, charge and spin) is 210.6 kJ/mol. The HOMO energy is -13.3 eV. For the strongest force on any atom, the calculation gives 1.84 eV Å⁻¹.

Positions of all 13 atoms, in Å:
C: -0.8949 0.2466 0.5747
N: 0.0248 -0.1920 -2.1454
N: -0.7358 0.5314 -1.5863
N: 1.1111 -0.9075 0.9272
N: -0.3812 1.3336 1.1106
O: -0.2946 -0.9276 0.6105
H: -1.9606 0.1566 0.4239
H: 0.2805 -0.0464 -3.1446
H: 1.2021 -0.9693 1.9413
H: 1.4732 -1.7799 0.5448
H: -0.9260 2.1760 1.1673
H: 0.6184 1.3929 1.2640
H: 0.4832 -1.0145 -1.6880


C26H14AsF5N9ReS as an isolated structure at a distorted geometry. Source: the OMol25 dataset; level of theory: ωB97M-V with the def2-TZVPD basis set.

As for the total charge: +1. For the HOMO-LUMO gap (alpha / beta), the calculation gives 5.9635 / 6.3121 eV. The value obtained for the energy relative to the best compared isomer or geometry (same formula, charge and spin) is 66.8 kJ/mol. The HOMO energy (alpha / beta) is -12.0 / -12.0 eV. For the strongest force on any atom, the calculation gives 1.25 eV Å⁻¹. The spin multiplicity is 2.

Positions of all 57 atoms, in Å:
Re: -1.3923 1.0748 1.1899
N: -4.5413 -0.3574 1.4206
C: -4.0292 -0.1739 0.1750
N: -4.5960 -0.4985 -0.9555
N: -3.6823 -0.1723 -1.9015
N: -2.6120 0.2981 -1.3934
N: -2.7808 0.3212 -0.0312
C: -3.8857 -0.0028 2.5571
N: -4.3623 -0.0862 3.7662
N: -3.3749 0.3776 4.5738
N: -2.3513 0.7450 3.9150
N: -2.6200 0.5175 2.5830
H: -5.4819 -0.7171 1.5068
F: 2.3170 5.1348 -2.7604
C: 1.7786 4.5886 -1.6876
C: 0.6255 3.8265 -1.8063
F: 0.0538 3.6449 -2.9845
C: 0.1085 3.2532 -0.6684
F: -1.0166 2.4956 -0.7631
C: 0.6710 3.4082 0.5799
S: -0.0399 2.6587 2.0130
C: 1.8208 4.1808 0.6768
F: 2.4172 4.3376 1.8516
C: 2.3754 4.7660 -0.4469
F: 3.4834 5.4814 -0.3484
C: 2.5329 -2.9414 3.7533
C: 1.9851 -3.6551 2.6953
C: 1.2753 -2.9932 1.7048
C: 1.1223 -1.6127 1.7934
C: 1.6617 -0.8915 2.8523
C: 2.3735 -1.5647 3.8322
As: 0.1893 -0.7040 0.3977
C: -0.5963 -1.8862 -0.8706
C: -1.6105 -2.8048 -0.6728
C: -2.1178 -3.4754 -1.7773
C: -1.6145 -3.2054 -3.0431
C: -0.6004 -2.2738 -3.2277
C: -0.0798 -1.5961 -2.1363
C: 0.9869 -0.5634 -2.1831
C: 1.6768 -0.1496 -3.3144
C: 2.7046 0.7790 -3.1978
C: 3.0713 1.2924 -1.9588
C: 2.3791 0.9051 -0.8188
C: 1.3411 0.0001 -0.9536
H: 3.0844 -3.4627 4.5241
H: 2.1092 -4.7281 2.6388
H: 0.8528 -3.5424 0.8732
H: 1.5250 0.1807 2.9244
H: 2.7970 -1.0143 4.6613
H: -2.0045 -2.9989 0.3178
H: -2.9107 -4.2001 -1.6517
H: -2.0222 -3.7234 -3.9006
H: -0.2326 -2.0731 -4.2253
H: 1.4298 -0.5561 -4.2863
H: 3.2399 1.0900 -4.0850
H: 3.9017 1.9826 -1.8815
H: 2.6647 1.2845 0.1549